The following is a quantum chemistry calculation of C40H21BrIIrN17 as an isolated structure at a distorted geometry, from the OMol25 dataset.

Atoms and positions in Å:
Ir -0.90156 -0.63831 -0.62524
C -6.28565 2.54608 -1.63222
C -6.49312 2.21743 -0.29548
C -5.37189 1.85589 0.48808
C -4.13016 1.80013 -0.09969
C -3.00333 1.12707 0.47714
N -2.15982 0.85597 -0.61290
C -2.63497 1.47208 -1.76913
N -2.01531 1.46276 -2.96597
C -0.99276 0.67857 -3.30608
C -0.23570 0.79695 -4.55582
C -0.42777 1.64523 -5.64432
C 0.24173 1.34730 -6.81902
C 1.14338 0.28370 -6.85751
C 1.42272 -0.47607 -5.72184
C 0.73177 -0.18990 -4.54340
C 0.70111 -0.85098 -3.23835
N 1.49304 -1.80166 -2.82610
C 1.24920 -2.56004 -1.75293
N 0.44856 -2.20357 -0.71476
C 0.61487 -3.10404 0.31879
N 0.18006 -3.01695 1.56985
C -0.66596 -2.05819 1.98349
N -1.24807 -1.06735 1.25511
C -2.07266 -0.32231 2.10905
N -2.83682 0.70805 1.69983
C -1.87462 -0.79197 3.44885
C -2.60159 -0.55550 4.61456
C -2.32206 -1.35244 5.73875
C -1.40455 -2.40868 5.68487
C -0.74201 -2.72897 4.45816
C -0.99516 -1.89730 3.39668
C 1.55622 -4.12843 -0.12314
C 2.06529 -5.18640 0.62318
C 2.98842 -6.00926 0.04420
C 3.42207 -5.76991 -1.25470
C 2.94974 -4.65967 -1.98724
C 1.97393 -3.79383 -1.41208
N -0.41025 -0.30950 -2.54603
C -3.94327 2.00359 -1.46688
C -5.00042 2.54568 -2.20462
H -7.05927 2.81263 -2.32543
H -7.48103 2.19904 0.15018
H -5.43409 1.53883 1.50534
H -1.08289 2.46965 -5.53659
H 0.05247 1.95733 -7.69135
H 1.62961 0.01992 -7.77853
H 2.12042 -1.30955 -5.75698
H -3.38628 0.17527 4.66242
H -2.91906 -1.26497 6.63945
H -1.23630 -3.00537 6.55580
H -0.03142 -3.56115 4.36285
H 1.79578 -5.26858 1.67564
H 3.36636 -6.83531 0.63444
H 4.14738 -6.49076 -1.69762
H 3.28680 -4.46537 -2.99152
H -4.84808 2.83665 -3.26102
N 1.19403 2.49999 -1.66863
C 1.79161 1.45603 -0.98126
N 3.11804 1.20705 -1.09275
N 3.35702 0.18957 -0.27807
N 2.25398 -0.21984 0.27228
N 1.21205 0.54065 -0.15079
C 0.20296 3.42645 -1.44166
N 0.34119 4.65198 -1.89451
N -0.70531 5.32577 -1.49338
N -1.46361 4.53706 -0.74937
N -0.91658 3.36583 -0.60937
H 1.88370 2.85157 -2.33456
Br 2.52837 4.81196 3.30921
C 3.14979 3.10133 3.84505
C 4.52160 2.84770 3.83559
C 4.98541 1.61336 4.28038
C 4.11332 0.63736 4.70467
C 2.76461 0.84537 4.59895
C 2.25308 2.04572 4.15464
I 0.24816 2.14854 3.81209
H 5.22321 3.58999 3.48535
H 6.05074 1.44169 4.28619
H 4.47950 -0.27157 5.12107
H 2.08015 0.08291 4.90669

Results
Multiplicity: 6
Expectation value of S²: 8.853
Frontier orbital gap (spin up / spin down), eV: 4.3089 / 5.5347
Total charge: 0
Lowest unoccupied orbital energy (spin up / spin down), eV: -1.89 / -3.01
Highest occupied orbital energy (spin up / spin down), eV: -6.2 / -8.5

The following is a quantum chemistry calculation of C40H27Br2CdN4O5Te as an isolated structure at a distorted geometry, from the OMol25 dataset.

Atoms and positions in Å:
Cd -1.75642 9.61764 22.57861
C -5.86029 9.18938 27.91348
C -5.29272 10.11682 27.03104
C -4.36920 9.82050 26.06153
C -4.04759 8.46572 25.87371
C -4.66308 7.44709 26.65563
C -5.51387 7.83211 27.70022
N -3.09217 8.23183 24.88128
N -2.64372 7.05841 24.76678
C -1.57398 6.72899 23.91483
C -1.10173 5.40844 24.12259
C 0.16035 5.09045 23.68566
C 0.92454 6.06438 23.01978
C 0.38371 7.35590 22.78324
C -0.85554 7.77934 23.22159
H -6.44963 9.35838 28.81203
H -5.64230 11.14101 27.14754
H -4.05476 10.63088 25.39043
H -4.48820 6.36746 26.42137
H -5.99231 7.04966 28.28852
H -1.76912 4.72359 24.58929
H 0.62944 4.12167 23.84673
H 1.91351 5.75485 22.69817
H 1.06615 8.05948 22.26409
O -3.63611 10.86444 23.17130
C -4.71572 11.12794 22.53903
C -4.93751 10.95541 21.16682
C -6.02725 11.68923 20.63856
C -6.11453 11.70718 19.28882
C -5.36178 10.89958 18.42976
C -4.41263 10.08144 18.93436
C -4.17368 10.04348 20.35946
O -3.23402 9.26768 20.77609
N -6.98167 12.75927 18.69980
O -6.85186 12.94363 17.46890
O -7.79761 13.33099 19.41814
H -5.56904 11.61620 23.14231
H -6.81027 12.26341 21.15310
H -5.47877 11.04892 17.34984
H -3.82675 9.43797 18.28231
Br 1.73110 11.36378 18.78453
C 1.54554 11.79938 20.62420
C 2.19274 12.90706 21.06176
C 2.22553 13.31957 22.38548
Br 3.56519 14.51296 22.98829
C 1.33058 12.66965 23.27255
C 1.02728 13.23686 24.52043
C 0.06242 12.73993 25.32840
C -0.79137 11.74031 24.76895
N -0.50820 11.21517 23.59270
C 0.53294 11.61849 22.82551
C 0.64913 11.07954 21.49858
O -0.14211 10.15247 21.03203
H 2.83192 13.50370 20.39673
H 1.61483 14.13956 24.82394
H -0.07018 13.15374 26.33178
H -1.58791 11.34053 25.39190
Te -4.10066 5.99164 18.54138
C -4.79283 4.02126 18.75868
C -4.93060 3.23451 17.63669
C -5.57031 1.97984 17.72199
C -6.09241 1.57562 18.93003
C -6.03897 2.42512 20.01978
C -5.34167 3.63980 19.97100
C -2.16238 5.50989 17.81992
C -1.72646 4.16286 17.77033
C -0.55494 3.80241 17.13877
C 0.22591 4.80392 16.55542
C -0.10233 6.17589 16.70404
C -1.33370 6.50114 17.25730
H -4.50889 3.57414 16.62724
H -5.66441 1.35088 16.87051
H -6.43443 0.56259 19.04967
H -6.52389 2.24394 20.96286
H -5.34813 4.35356 20.79152
H -2.36727 3.47146 18.26134
H -0.32053 2.71154 17.22109
H 1.18668 4.61866 16.14153
H 0.62902 6.93185 16.33427
H -1.74578 7.51899 17.19823

Results
Multiplicity: 1
Frontier orbital gap, eV: 6.7331
Total charge: -1
Lowest unoccupied orbital energy, eV: 1.84
Highest occupied orbital energy, eV: -4.9

Computed energy above the lowest of the compared OMol25 structures with the same formula, charge and spin (eV) in order:
0.000; 0.949
Computed calculated total energy (hartree) in order:
-5443.6926; -7719.3759